Entry 1:
Here is a molecular structure, C16H29Li3N4O4 at a distorted geometry from the OMol25 dataset. Energies are from ωB97M-V/def2-TZVPD.

CARTESIAN COORDINATES (ANGSTROEM)
Li (0.292953, -0.249215, -2.056279)
Li (0.903490, 1.900941, 0.132953)
Li (-3.380227, 2.854601, -3.013351)
O (-0.357209, 3.350968, -0.465752)
C (-0.954169, 2.465775, -1.395648)
O (-2.014716, 2.799264, -1.977707)
O (-0.298517, 1.412928, -1.371162)
H (-0.699591, 4.292493, -0.434623)
C (3.102255, 1.310104, 1.122558)
C (2.421014, 0.019923, 1.553099)
C (2.401548, -0.023999, 3.182168)
C (1.631240, -1.187818, 3.812083)
C (0.357389, -1.560736, 3.114237)
C (-0.096131, -0.425874, 2.249669)
N (0.892948, -0.028703, 1.133210)
O (0.793660, -0.781138, -0.112097)
C (-1.448887, -0.892070, 1.449863)
C (-0.338293, 0.731460, 3.176451)
C (3.130590, -1.243475, 1.021463)
H (4.169280, 1.312901, 1.412527)
H (2.799347, 2.257421, 1.678016)
H (2.922390, 1.568960, 0.064737)
H (3.432698, -0.027599, 3.515450)
H (2.143352, 0.973454, 3.540969)
H (1.382921, -0.896330, 4.832353)
H (2.282736, -2.013212, 3.842549)
H (-0.435574, -1.769556, 3.856814)
H (0.388860, -2.456835, 2.450160)
H (-1.580871, -1.987998, 1.622078)
H (-2.340685, -0.357020, 1.863736)
H (-1.385334, -0.706696, 0.383600)
H (-0.173823, 0.479795, 4.197912)
H (0.162914, 1.736814, 3.110234)
H (-1.389255, 0.878836, 3.177580)
H (4.166894, -1.250375, 1.422909)
H (3.105629, -1.242451, -0.063937)
H (2.622765, -2.117957, 1.500528)
H (0.625496, -1.733854, 0.120604)
C (-7.228313, 1.177094, -1.163318)
C (-6.201081, 1.691784, -2.053412)
N (-5.252461, 2.093760, -2.557540)
H (-8.120191, 1.644592, -1.443759)
H (-6.957347, 1.401328, -0.137771)
H (-7.316623, -0.009894, -1.221459)
C (-2.521895, -3.131374, -3.946059)
C (-1.510844, -2.289321, -3.296803)
N (-0.732959, -1.788214, -2.607422)
H (-2.090119, -3.959421, -4.425509)
H (-3.170679, -2.510505, -4.639502)
H (-3.249472, -3.421794, -3.209888)
C (4.582273, 0.310837, -4.057028)
C (3.402252, 0.124317, -3.261380)
N (2.393576, -0.044487, -2.737369)
H (4.610522, -0.299538, -4.957066)
H (5.563125, 0.203910, -3.532373)
H (4.561147, 1.413208, -4.402293)

Atoms 1-2, force components in eV/Å:
Li 0.6474 0.1769 0.3476
Li -0.3377 -0.3451 0.2080

Computed properties:
net charge: +2
Kohn-Sham gap: 9.7545 eV
F_max: 3.15 eV/Å

Quick look at the natural (NBO) charges, all values in e:
1 Li 0.87
2 Li 0.91
3 Li 0.96
4 O -0.80
5 C 1.03
6 O -0.84
7 O -0.82
8 H 0.53
9 C -0.67
10 C 0.15
11 C -0.42
12 C -0.43
13 C -0.44
14 C 0.14
15 N -0.26
16 O -0.63
17 C -0.63
18 C -0.65
19 C -0.65
20 H 0.27
21 H 0.22
22 H 0.18
23 H 0.23
24 H 0.21
25 H 0.23
26 H 0.23
27 H 0.24
28 H 0.20
29 H 0.22
30 H 0.22
31 H 0.22
32 H 0.23
33 H 0.23
34 H 0.23
35 H 0.24
36 H 0.23
37 H 0.22
38 H 0.48
39 C -0.73
40 C 0.44
41 N -0.52
42 H 0.27
43 H 0.28
44 H 0.28
45 C -0.73
46 C 0.44
47 N -0.49
48 H 0.28
49 H 0.28
50 H 0.28
51 C -0.76
52 C 0.41
53 N -0.47
54 H 0.29
55 H 0.29
56 H 0.28


Entry 2:
Here is 2 unconnected molecules or ions with the total composition C3H8NO at a distorted geometry from the OMol25 dataset. Energies are from ωB97M-V/def2-TZVPD.

CARTESIAN COORDINATES (ANGSTROEM)
C (-0.636366, 2.034014, 0.849954)
O (0.506030, 1.668492, 0.359277)
H (-0.663794, 3.090297, 1.491730)
H (-0.999060, 1.370552, 1.728496)
H (-1.298087, 2.477436, 0.077834)
C (0.227632, -0.927371, -1.421337)
C (0.686812, -1.874050, 0.602813)
N (1.268766, -1.521750, -0.528772)
H (-0.411010, -0.190067, -0.970058)
H (0.719876, -0.407403, -2.298400)
H (-0.356059, -1.737248, -2.079817)
H (1.319720, -2.414728, 1.417353)
H (-0.364460, -1.568175, 0.770930)

Atoms 1-2, force components in eV/Å:
C 0.1820 2.3286 2.0282
O 1.2946 -0.6870 -0.5034

Computed properties:
net charge: -1
Kohn-Sham gap: 5.9695 eV
F_max: 4.04 eV/Å

Quick look at the natural (NBO) charges, all values in e:
1 C -0.18
2 O -0.95
3 H -0.02
4 H 0.07
5 H 0.09
6 C -0.46
7 C -0.09
8 N -0.38
9 H 0.24
10 H 0.19
11 H 0.16
12 H 0.16
13 H 0.16


Entry 3:
Here is a molecular structure, C39H35BIrN6O2PS2 from the OMol25 dataset. Energies are from ωB97M-V/def2-TZVPD.

CARTESIAN COORDINATES (ANGSTROEM)
Ir (-1.149210, 0.604838, 0.811043)
C (7.110846, -0.217547, 1.048387)
C (5.673617, -0.232282, 1.481964)
C (4.653730, -0.519929, 0.576880)
C (3.328126, -0.551903, 0.973349)
C (3.024665, -0.283679, 2.301356)
C (4.020523, 0.001657, 3.228311)
C (5.337700, 0.025377, 2.811999)
S (1.356428, -0.361008, 2.816361)
O (0.703042, -1.444185, 2.140198)
O (1.274938, -0.263644, 4.248555)
N (0.598956, 1.009531, 2.162947)
C (0.732471, 2.240404, 2.620227)
C (1.642125, 2.678700, 3.615077)
C (1.669806, 3.998027, 4.036560)
C (0.796099, 4.930522, 3.513755)
C (-0.149523, 4.558301, 2.521251)
C (-1.090195, 5.466580, 1.988456)
C (-1.990683, 5.039048, 1.051165)
C (-1.944544, 3.701942, 0.634556)
N (-1.062324, 2.846416, 1.114512)
C (-0.177795, 3.239705, 2.054531)
H (7.207710, -0.425046, -0.015951)
H (7.686158, -0.966630, 1.594663)
H (7.566534, 0.752711, 1.250536)
H (4.902359, -0.737544, -0.453523)
H (2.539714, -0.785851, 0.266181)
H (3.763902, 0.157030, 4.269382)
H (6.120739, 0.230803, 3.532446)
H (2.308008, 1.957710, 4.064403)
H (2.378318, 4.295776, 4.797361)
H (0.816733, 5.956532, 3.861242)
H (-1.095222, 6.491697, 2.338430)
H (-2.735983, 5.700604, 0.631916)
H (-2.643043, 3.313957, -0.099637)
S (-2.345374, 0.431846, 3.069455)
C (-2.559621, -1.240166, 3.181798)
N (-1.623753, -1.986318, 3.844852)
C (-1.704955, -3.320203, 3.991425)
C (-2.775376, -3.975616, 3.469877)
C (-3.716843, -3.172108, 2.791544)
N (-3.626575, -1.873353, 2.654016)
H (-0.822353, -1.486795, 4.205383)
H (-0.894413, -3.795259, 4.525150)
H (-2.894960, -5.042016, 3.574025)
H (-4.587953, -3.639141, 2.342525)
B (-5.459838, 1.397281, -1.144314)
C (-4.154418, 0.812882, -0.463060)
N (-3.127262, 0.468681, -0.062655)
H (-5.020405, 2.102537, -2.034839)
H (-6.102204, 0.466654, -1.561558)
H (-6.032316, 2.058061, -0.313105)
N (-0.189408, 0.235523, -0.781056)
P (-0.350755, -0.593175, -2.154359)
C (1.250361, -1.149871, -2.759226)
C (1.404825, -2.405675, -3.339314)
C (2.634750, -2.782551, -3.860513)
C (3.704959, -1.901570, -3.814915)
C (3.553647, -0.646627, -3.235162)
C (2.332124, -0.270914, -2.698963)
C (-1.358282, -2.030759, -1.776136)
C (-2.421467, -2.430932, -2.577506)
C (-3.184546, -3.531671, -2.210820)
C (-2.878491, -4.233802, -1.055324)
C (-1.809990, -3.838899, -0.257378)
C (-1.052186, -2.735464, -0.609900)
C (-1.108625, 0.358750, -3.473034)
C (-2.389152, 0.880525, -3.274401)
C (-2.991997, 1.634996, -4.266275)
C (-2.320171, 1.876075, -5.458991)
C (-1.049150, 1.357277, -5.662279)
C (-0.441695, 0.596387, -4.673882)
H (0.566676, -3.090573, -3.378637)
H (2.754796, -3.761207, -4.306718)
H (4.661561, -2.191098, -4.231413)
H (4.388110, 0.043062, -3.217129)
H (2.213653, 0.703568, -2.237250)
H (-2.672246, -1.879172, -3.475636)
H (-4.020732, -3.833818, -2.827761)
H (-3.474230, -5.093667, -0.774195)
H (-1.565699, -4.394697, 0.640081)
H (-0.225127, -2.420184, 0.019476)
H (-2.923324, 0.701706, -2.354622)
H (-3.988341, 2.024640, -4.099398)
H (-2.792387, 2.465650, -6.235092)
H (-0.528277, 1.537886, -6.593914)
H (0.544706, 0.184696, -4.847764)

Atoms 1-2, force components in eV/Å:
Ir -0.0438 -0.0430 -0.6537
C 0.0156 0.0015 -0.0194

Computed properties:
spin multiplicity: 6
net charge: +1
Kohn-Sham gap (alpha / beta): 5.3911 / 5.4079 eV
F_max: 0.66 eV/Å

Quick look at the Mulliken charges, all values in e:
1 Ir 1.73
2 C -1.57
3 C 0.95
4 C -0.87
5 C -0.37
6 C -0.08
7 C -0.37
8 C -0.95
9 S 1.29
10 O -0.54
11 O -0.75
12 N -0.07
13 C 1.09
14 C -0.45
15 C -1.16
16 C -0.70
17 C 0.75
18 C -0.60
19 C -0.99
20 C -0.18
21 N -0.05
22 C 0.04
23 H 0.34
24 H 0.36
25 H 0.37
26 H 0.36
27 H 0.40
28 H 0.58
29 H 0.42
30 H 0.31
31 H 0.43
32 H 0.43
33 H 0.45
34 H 0.46
35 H 0.50
36 S -0.48
37 C 0.35
38 N 0.10
39 C 0.01
40 C -0.81
41 C -0.01
42 N -0.39
43 H 0.09
44 H 0.47
45 H 0.45
46 H 0.45
47 B 0.48
48 C -0.15
49 N -0.42
50 H -0.22
51 H -0.17
52 H -0.16
53 N -0.42
54 P 1.74
55 C 0.08
56 C -0.40
57 C -0.73
58 C -0.59
59 C -0.71
60 C -0.31
61 C 0.35
62 C -0.49
63 C -0.78
64 C -0.68
65 C -0.69
66 C -0.02
67 C 0.30
68 C -0.01
69 C -0.79
70 C -0.59
71 C -0.71
72 C -0.61
73 H 0.46
74 H 0.43
75 H 0.41
76 H 0.53
77 H 0.42
78 H 0.48
79 H 0.45
80 H 0.43
81 H 0.54
82 H 0.28
83 H -0.22
84 H 0.46
85 H 0.40
86 H 0.44
87 H 0.40